Molecular formula: C23H15F9O3PPt
Method: DFT, ωB97M-V/def2-TZVPD

As for the LUMO energy (spin up / spin down): 2.718 / 2.718 eV. As for the net charge: -1.

Last column: Mulliken charge in e.
Atoms and positions in Å:
Pt: 0.5120 0.9128 -1.3020  0.647
O: 3.4041 0.5804 -1.7016  -0.798
C: 2.4362 -0.2224 -1.8794  0.667
O: 1.4904 -0.0824 -2.7236  -0.781
C: 2.4826 -1.5033 -1.0692  0.192
C: 3.4749 -2.4417 -1.4192  -0.567
C: 3.5862 -3.6594 -0.7510  -0.524
C: 2.7013 -3.9628 0.2762  -0.729
C: 1.7183 -3.0405 0.6441  -0.451
C: 1.6032 -1.7899 0.0038  -0.040
P: 0.3331 -0.6156 0.5046  0.900
C: -1.2173 -1.5482 0.4878  0.497
C: -1.5708 -2.2337 -0.6894  -0.323
C: -2.7978 -2.8915 -0.8091  -0.716
C: -3.7040 -2.8672 0.2456  -0.432
C: -3.3779 -2.1915 1.4189  -0.636
C: -2.1450 -1.5390 1.5384  -0.395
C: 0.6070 -0.0187 2.1758  -0.015
C: 1.4387 -0.6124 3.1287  -0.302
C: 1.6089 -0.0372 4.3951  -0.626
C: 0.9603 1.1510 4.7251  -0.449
C: 0.1413 1.7693 3.7885  -0.676
C: -0.0293 1.1897 2.5293  -0.252
H: 4.1596 -2.1974 -2.2297  0.443
H: 4.3574 -4.3654 -1.0414  0.371
H: 2.7714 -4.9144 0.7934  0.389
H: 1.0317 -3.3074 1.4444  0.425
H: -0.8924 -2.2321 -1.5450  0.332
H: -3.0435 -3.3999 -1.7372  0.390
H: -4.6662 -3.3603 0.1468  0.356
H: -4.0882 -2.1534 2.2396  0.390
H: -1.9358 -1.0032 2.4600  0.331
H: 1.9890 -1.5190 2.8986  0.380
H: 2.2690 -0.5123 5.1152  0.385
H: 1.1092 1.6037 5.7007  0.357
H: -0.3514 2.7089 4.0204  0.414
H: -0.6557 1.7062 1.8017  0.334
F: -0.1765 4.4348 -3.5922  -0.262
C: -0.2269 3.1102 -3.2998  0.606
F: 1.0437 2.7678 -2.9593  -0.181
F: -0.4807 2.4895 -4.4823  -0.283
C: -1.2401 2.7751 -2.2244  0.906
O: -1.2863 1.4499 -1.9360  -0.802
C: -2.5642 3.3176 -2.7219  0.445
F: -2.9932 2.7123 -3.8611  -0.258
F: -3.5702 3.1770 -1.8186  -0.258
F: -2.5237 4.6428 -3.0120  -0.236
C: -0.8688 3.6271 -1.0280  0.456
F: 0.3538 3.3234 -0.5172  -0.235
F: -1.7476 3.5098 0.0024  -0.268
F: -0.8211 4.9537 -1.3109  -0.256
H: 1.3914 2.3088 -0.8239  0.140

Force components x, y, z for each atom (eV/Å):
Pt 2.2027 -1.3027 4.4896
O -0.4316 -1.3330 -0.6294
C 1.9124 1.6359 1.4919
O 1.2699 -1.5618 -3.2258
C -0.0069 -0.6030 0.2174
C -0.2974 -0.0087 0.2563
C -0.1358 0.5261 -0.2136
C -0.3552 0.2140 0.2140
C 0.3962 -0.0909 -0.2780
C 0.7139 -1.2744 0.0406
P 0.5304 2.0342 -1.1709
C -0.5503 -0.4782 0.0836
C -0.0935 -0.0186 -0.1045
C 0.4097 0.3211 0.1825
C 0.0410 0.0444 0.0992
C 0.3601 0.1301 -0.2346
C -0.2743 -0.1059 -0.0405
C -0.0534 0.1449 1.1464
C 0.0564 0.1481 0.4080
C -0.0807 0.1068 -0.3427
C 0.1390 -0.1976 -0.0229
C -0.0014 -0.3631 -0.4006
C -0.0277 0.0403 0.1098
H -0.1595 0.0152 0.1813
H -0.0588 0.0268 0.0245
H -0.0280 0.0720 -0.0133
H 0.0098 0.1022 -0.0828
H -0.0609 0.0008 0.2427
H 0.0374 0.0645 0.1240
H 0.0872 0.0333 0.0350
H 0.1071 -0.0117 -0.0644
H 0.1181 -0.0504 -0.1124
H -0.1196 0.0389 -0.0751
H -0.0746 0.0342 -0.0878
H -0.0018 -0.0690 -0.0722
H 0.0366 -0.1235 -0.0422
H 0.1741 -0.2065 0.0052
F 0.2541 -0.4486 -0.1551
C 2.0122 0.3644 -2.4975
F -0.7326 0.8412 -0.7610
F -0.0034 0.1480 0.9941
C -0.4811 -1.2412 -0.0910
O -3.4533 2.8193 -1.4395
C -2.6359 0.6120 -0.9317
F 0.4106 0.0860 0.8167
F 0.7048 -0.1939 -0.3947
F -0.4177 -0.4176 -0.0063
C -0.1704 1.7918 2.0987
F -1.7255 3.0066 0.7947
F 0.5873 -0.2856 -0.6559
F 0.1487 -0.4815 0.5358
H -0.2885 -4.5355 -0.4458

Molecular formula: C23H16BaBrF6N4OPSe3Te
Method: DFT, ωB97M-V/def2-TZVPD

As for the LUMO energy (spin up / spin down): 1.840 / 0.983 eV. As for the multiplicity: 2. The value obtained for the energy above the lowest of the compared OMol25 structures with the same formula, charge and spin is 80.0 kcal/mol. As for the net charge: -1.

Last column: Löwdin spin population.
Atoms and positions in Å:
Ba: 0.2260 -0.2489 0.8823  0.028
C: -0.4512 4.2317 0.0197  0.002
C: -0.7361 2.8742 0.1787  0.004
N: 0.0763 1.9040 -0.1818  0.002
C: 1.2299 2.1999 -0.8140  0.001
C: 1.6130 3.5583 -1.0133  0.005
C: 0.7503 4.5675 -0.5415  0.008
C: 2.8085 3.8689 -1.6841  0.001
C: 3.5585 2.8448 -2.1976  0.000
C: 3.1814 1.5130 -2.0378  0.000
C: 2.0517 1.1145 -1.3134  0.000
N: 1.5739 -0.1297 -1.0632  0.000
C: 2.0998 -1.3319 -1.3779  0.000
C: 3.3437 -1.6327 -1.9487  0.000
C: 3.7559 -2.9220 -2.2552  0.000
C: 2.9684 -4.0106 -1.9839  0.000
C: 1.7352 -3.8046 -1.3487  0.000
C: 0.9242 -4.8914 -0.9659  0.000
C: -0.2670 -4.6644 -0.3336  0.000
C: -0.6254 -3.3388 -0.0882  0.000
N: 0.1105 -2.2960 -0.4113  0.003
C: 1.2833 -2.4827 -1.0421  0.000
H: -1.1604 4.9745 0.3503  0.000
H: -1.6746 2.5749 0.6285  0.000
H: 1.0491 5.5990 -0.6563  0.000
H: 3.1119 4.9003 -1.7893  0.000
H: 4.4683 3.0579 -2.7482  0.000
H: 3.8257 0.7911 -2.5026  0.000
H: 4.0557 -0.8544 -2.1424  0.000
H: 4.7291 -3.0584 -2.7108  0.000
H: 3.2916 -5.0152 -2.2198  0.000
H: 1.2661 -5.8972 -1.1692  0.000
H: -0.9150 -5.4690 -0.0162  0.000
H: -1.5658 -3.1315 0.4060  0.000
Se: -2.8810 1.8649 3.5096  0.062
Se: -1.0623 3.1679 3.8022  0.161
Te: 0.9331 1.6848 3.3721  0.363
Se: 2.5287 3.4094 2.8492  0.349
O: -5.3627 -3.6243 2.2920  0.000
C: -4.3406 -2.7598 2.1585  0.000
C: -3.3213 -2.6350 3.1020  0.000
C: -2.3023 -1.7380 2.8601  0.000
N: -2.2007 -1.0184 1.7504  0.000
C: -3.1751 -1.1392 0.8676  0.000
Br: -2.9908 -0.1298 -0.7128  0.000
C: -4.2776 -1.9582 1.0195  0.000
H: -5.2981 -4.0920 3.1354  0.000
H: -3.3174 -3.2278 4.0042  0.000
H: -1.5239 -1.5988 3.5927  0.000
H: -5.0612 -2.0028 0.2837  0.000
F: 2.0721 -0.9407 1.6854  0.001
P: 2.3717 -2.0986 2.8496  0.000
F: 3.9119 -1.6790 2.8302  0.000
F: 2.0613 -0.9557 3.9843  0.008
F: 0.7515 -2.4386 2.8487  0.000
F: 2.6087 -3.1853 3.9977  0.000
F: 2.5846 -3.1854 1.6876  0.000

Force components x, y, z for each atom (eV/Å):
Ba -5.3592 1.2041 1.6993
C 0.3649 0.1971 -0.1371
C -0.1709 -0.2191 0.0950
N -0.5036 2.0007 -1.2551
C 0.6165 0.8751 -0.3553
C -0.0564 -0.3871 0.1402
C -0.2992 -0.1937 0.0645
C 0.3608 -0.1365 -0.1977
C -0.1537 0.5911 0.0921
C -0.0294 -0.5691 0.1581
C 0.4290 0.3843 -0.4717
N 0.5439 0.0213 -1.6045
C 0.5626 -0.1977 -0.3895
C -0.1169 0.6201 0.1526
C -0.1423 -0.7137 0.0270
C 0.4590 0.1236 -0.2069
C -0.2205 0.2436 0.1541
C -0.2028 0.1589 0.0743
C 0.2578 -0.1112 -0.1395
C -0.1355 0.1684 0.0949
N -0.6584 -1.9059 -1.2534
C 0.7020 -0.8741 -0.4953
H -0.0133 0.0238 0.0962
H -0.1088 -0.0900 0.2205
H 0.0098 0.1318 -0.0278
H -0.0069 0.0949 -0.0307
H -0.0288 0.0201 0.0309
H -0.0857 -0.0631 -0.0020
H -0.0381 0.0672 0.0162
H 0.0146 -0.0134 0.0011
H 0.0000 -0.0552 0.0147
H 0.0380 -0.0619 -0.0354
H -0.0093 -0.0150 -0.0053
H -0.0633 0.0366 0.0803
Se -0.5598 -0.4968 -0.1616
Se 0.6376 0.3921 0.0682
Te 0.0783 1.5455 1.1425
Se 0.0234 -0.2329 -0.0434
O -0.2939 -0.1475 0.0500
C 0.6923 0.4355 0.0186
C -0.2083 -0.0672 -0.1164
C -0.0846 -0.1892 0.3052
N -0.8889 -0.2075 -0.3008
C -0.1052 -0.2218 0.4701
Br -0.0283 0.1466 -0.2043
C -0.1869 -0.2350 0.0607
H 0.0514 0.1302 -0.1373
H -0.0200 -0.0278 0.1267
H 0.1855 -0.0091 0.0842
H -0.0598 -0.0038 -0.1570
F 4.2322 -1.4924 1.6921
P 0.2870 -0.6046 1.5855
F -0.2276 -0.1188 -0.1345
F 0.2207 -0.5256 -0.5412
F 0.3548 0.2516 -0.3286
F -0.0098 -0.0025 -0.2166
F -0.0459 0.3249 0.1330

Molecular formula: C23H16BrCl32NO3S
Method: DFT, ωB97M-V/def2-TZVPD

The SMILES is CCc1cc(CCCS)c(CC(=O)Br)c2c1C(=O)NC2=O.ClC(Cl)(Cl)Cl.ClC(Cl)(Cl)Cl.ClC(Cl)(Cl)Cl.ClC(Cl)(Cl)Cl.ClC(Cl)(Cl)Cl.ClC(Cl)(Cl)Cl.ClC(Cl)(Cl)Cl.ClC(Cl)(Cl)Cl. As for the LUMO energy: -0.578 eV. As for the net charge: 0.

Last column: Mulliken charge in e.
Atoms and positions in Å:
C: -0.7746 -4.2238 -0.1129  -1.054
C: 0.6675 -3.7971 0.1403  -1.023
C: 0.7558 -2.3097 0.3355  0.158
C: 0.5770 -1.4154 -0.7435  -0.714
C: 0.6160 0.0015 -0.6129  0.798
C: 0.4635 0.8616 -1.8462  -0.465
C: 1.7210 0.7937 -2.7229  -0.843
C: 1.5026 0.8602 -4.2241  -0.422
S: 0.1898 -0.1300 -4.9625  -0.056
C: 0.8379 0.5658 0.6814  0.451
C: 0.8636 2.0595 0.9558  -1.577
C: -0.5264 2.5153 1.2611  0.566
O: -1.1793 2.1701 2.1448  -0.414
Br: -1.2339 3.8069 -0.0147  -0.230
C: 1.0558 -0.3406 1.7454  0.480
C: 1.0203 -1.7175 1.5862  -0.011
C: 1.2999 -2.3195 2.9023  -0.053
O: 1.1265 -3.4261 3.2734  -0.438
N: 1.8608 -1.2842 3.7818  -0.383
C: 1.3657 -0.0579 3.1644  -0.096
O: 1.2355 0.9590 3.7506  -0.339
H: -0.8939 -5.2894 0.0317  0.317
H: -1.4338 -3.6667 0.5435  0.509
H: -1.0602 -3.9591 -1.1249  0.368
H: 1.0504 -4.3036 1.0141  0.432
H: 1.2742 -4.0527 -0.7243  0.427
H: 0.4154 -1.8439 -1.7229  0.510
H: 0.2698 1.8711 -1.5247  -0.177
H: -0.4138 0.5287 -2.3918  0.586
H: 2.3310 1.6617 -2.4853  0.292
H: 2.3117 -0.0696 -2.4412  0.436
H: 1.3273 1.8838 -4.5268  0.161
H: 2.4287 0.5559 -4.6961  0.391
H: -0.0238 -1.0579 -4.0300  -0.011
H: 1.4571 2.2479 1.8410  0.560
H: 1.2430 2.5893 0.0978  0.701
H: 2.8590 -1.3047 3.5634  0.345
C: 1.0567 4.3506 5.7980  0.261
Cl: 0.2176 4.3232 7.3480  -0.076
Cl: 0.0503 3.6181 4.5586  -0.039
Cl: 1.4133 6.0308 5.3557  -0.114
Cl: 2.5732 3.4577 5.9439  -0.087
C: -0.8191 4.4265 -5.8278  0.246
Cl: -0.6728 3.8805 -4.1564  -0.034
Cl: 0.0138 5.9684 -6.0257  -0.023
Cl: -0.0423 3.2422 -6.9108  -0.142
Cl: -2.5180 4.6261 -6.2292  -0.073
C: 3.4933 7.7574 -7.2626  0.359
Cl: 5.1302 7.6849 -6.6091  -0.095
Cl: 2.4062 8.4269 -6.0352  -0.111
Cl: 3.4710 8.7960 -8.6873  -0.090
Cl: 2.9643 6.1357 -7.7074  -0.067
C: -0.6830 -6.0077 5.6131  0.298
Cl: -1.8564 -6.5904 6.8017  -0.119
Cl: -0.4016 -4.2883 5.8447  -0.079
Cl: 0.8389 -6.8819 5.8238  -0.118
Cl: -1.3070 -6.3167 3.9908  0.015
C: -2.7506 -8.9861 1.3030  0.291
Cl: -0.9935 -9.0744 1.4530  -0.088
Cl: -3.1815 -7.5428 0.3755  -0.032
Cl: -3.3463 -10.4214 0.4728  -0.104
Cl: -3.4789 -8.8703 2.9027  -0.079
C: -3.7808 0.1480 -6.9321  0.268
Cl: -3.2934 -1.5422 -6.7550  -0.101
Cl: -2.3645 1.1528 -7.2018  0.034
Cl: -4.8989 0.3002 -8.2911  -0.105
Cl: -4.5791 0.6924 -5.4543  -0.105
C: 2.8637 5.6706 10.3167  0.341
Cl: 4.4549 6.2001 10.8707  -0.103
Cl: 1.6383 6.1708 11.4859  -0.102
Cl: 2.5089 6.3921 8.7495  -0.047
Cl: 2.8499 3.9117 10.1683  -0.089
C: -4.7098 -3.2379 -1.3993  0.160
Cl: -3.4423 -2.0442 -1.7081  -0.007
Cl: -5.4578 -3.7109 -2.9225  -0.100
Cl: -4.0332 -4.6808 -0.6352  -0.027
Cl: -5.9211 -2.5305 -0.3320  -0.096

Force components x, y, z for each atom (eV/Å):
C 0.2162 0.3990 -0.0677
C -0.0595 0.3069 -0.1259
C 0.0567 0.9018 0.0364
C 0.2452 0.4525 1.1016
C 0.0933 -0.5245 1.1487
C 0.1395 -0.4818 0.4807
C -0.2936 0.3823 0.1836
C 0.5064 -0.2789 0.0861
S -0.5256 0.0561 -0.4344
C 0.0751 -1.1273 -0.0281
C 0.1632 -0.7108 -0.6319
C 1.1133 0.6810 -1.4279
O -1.6278 -0.8210 2.0577
Br -0.1739 0.3941 -0.3715
C -0.4811 0.4367 -1.2983
C -0.4414 0.2223 -1.0958
C 0.6792 0.6819 0.1970
O -0.0797 -1.4542 0.1718
N -0.6833 0.0912 -1.0123
C 0.5775 -0.8207 -0.1377
O 0.1296 1.1768 0.6252
H -0.1468 -0.2166 0.0188
H -0.2292 -0.1671 0.2583
H -0.1523 -0.0753 -0.2264
H 0.1915 -0.1004 0.1639
H 0.2038 -0.2033 -0.0553
H -0.0354 0.0123 -0.1878
H -0.1669 0.4069 -0.1871
H -0.1417 -0.0480 -0.1557
H 0.2918 0.0677 0.1377
H 0.0346 -0.3488 -0.1471
H -0.2745 0.1836 -0.1223
H 0.2332 0.0117 -0.1275
H 0.2549 -0.0898 0.2632
H 0.1416 0.1757 0.1804
H 0.2625 0.2458 -0.0594
H 0.1338 -0.0077 0.6654
C 0.0372 0.0356 0.0089
Cl -0.1862 -0.1078 -0.0240
Cl -0.0810 0.1014 0.0433
Cl 0.0026 0.0358 -0.0130
Cl 0.0449 -0.0200 -0.0054
C 0.1533 0.0860 -0.0816
Cl -0.0140 -0.0531 0.0691
Cl -0.0929 0.0163 0.1305
Cl -0.0272 0.1542 0.1023
Cl -0.0363 -0.0963 -0.0844
C 0.0102 0.0295 0.0126
Cl 0.0426 0.0003 0.0188
Cl 0.0049 -0.0128 -0.0122
Cl -0.0022 0.0265 -0.0369
Cl 0.0775 -0.0206 -0.0527
C 0.0536 -0.0077 0.0252
Cl -0.0357 -0.0066 0.0326
Cl -0.0985 -0.0061 0.0638
Cl 0.0428 -0.0376 0.0010
Cl 0.0224 0.1160 -0.0417
C 0.0325 0.0465 0.0563
Cl 0.0223 -0.0094 0.0087
Cl 0.0147 -0.0801 -0.0692
Cl -0.0209 -0.0240 -0.0232
Cl -0.0477 -0.0968 0.0353
C -0.0329 0.0152 0.0472
Cl 0.0077 -0.0017 0.0139
Cl -0.0691 -0.0845 -0.1403
Cl 0.0015 -0.0192 -0.0280
Cl -0.0771 -0.0434 0.0986
C 0.0011 -0.0198 0.0009
Cl 0.0278 0.0155 0.0084
Cl -0.0276 0.0098 0.0279
Cl 0.1236 0.1348 0.0100
Cl -0.0022 -0.0444 -0.0091
C -0.0909 -0.0441 -0.0102
Cl 0.0614 -0.0489 0.0155
Cl -0.0467 0.0572 -0.1207
Cl -0.0008 0.1713 0.0281
Cl -0.0253 0.0228 0.0171

Molecular formula: C23H16Cl4NO2SW
Method: DFT, ωB97M-V/def2-TZVPD

As for the LUMO energy (spin up / spin down): -4.704 / -4.704 eV. The value obtained for the energy above the lowest of the compared OMol25 structures with the same formula, charge and spin is 0.0 kcal/mol. As for the net charge: +1.

Last column: Mulliken charge in e.
Atoms and positions in Å:
W: -2.0997 -0.1405 -1.3040  1.295
C: 3.2569 -0.9656 3.0133  -1.713
C: 3.0955 -0.5611 1.5408  2.201
C: 2.7406 -1.8081 0.7325  -2.104
C: 4.4192 0.0058 1.0075  -1.718
C: 2.0170 0.5124 1.4361  0.175
C: 2.1802 1.7288 2.1326  -0.493
C: 1.2496 2.7412 2.0976  -1.342
C: 0.1021 2.5419 1.3329  0.800
S: -1.2638 3.5949 1.0753  -0.288
C: -1.9875 2.4362 0.0701  1.039
N: -1.2776 1.3233 -0.0817  -0.802
C: -0.0765 1.3554 0.6359  -0.436
C: 0.8717 0.3347 0.6835  0.410
C: -3.2658 2.5202 -0.6263  1.147
C: -4.1162 3.6108 -0.5639  -0.683
C: -5.3074 3.5629 -1.2775  -0.650
C: -5.6261 2.4432 -2.0328  -0.689
C: -4.7628 1.3516 -2.0880  -0.725
C: -3.5623 1.3658 -1.3853  -0.143
H: 4.0280 -1.7317 3.1037  0.447
H: 2.3247 -1.3715 3.4105  0.389
H: 3.5526 -0.1217 3.6371  0.378
H: 3.5376 -2.5444 0.8377  0.473
H: 2.6397 -1.5831 -0.3324  0.427
H: 1.8172 -2.2705 1.0908  0.435
H: 5.2009 -0.7517 1.0787  0.449
H: 4.7480 0.8761 1.5759  0.374
H: 4.3240 0.3001 -0.0394  0.390
H: 3.0731 1.8775 2.7244  0.455
H: 1.4059 3.6599 2.6458  0.408
H: 0.6897 -0.5773 0.1269  0.044
H: -3.8635 4.4835 0.0261  0.424
H: -5.9859 4.4041 -1.2419  0.420
H: -6.5556 2.4155 -2.5855  0.410
H: -5.0371 0.4904 -2.6856  0.424
Cl: 2.5279 -4.0146 -2.5770  -0.114
C: 0.9988 -3.4263 -2.0897  0.201
C: 0.3474 -4.0016 -0.9593  0.204
Cl: 1.1010 -5.2752 -0.1041  -0.114
C: -0.8795 -3.5157 -0.5323  0.121
Cl: -1.6833 -4.1211 0.8477  -0.133
C: -1.4938 -2.4999 -1.2703  0.393
O: -2.6692 -1.9033 -0.8635  -0.795
C: -0.8531 -1.9340 -2.3828  0.429
O: -1.4630 -0.8381 -2.9578  -0.794
C: 0.4136 -2.3741 -2.7782  0.109
Cl: 1.1668 -1.6046 -4.1038  -0.135

Force components x, y, z for each atom (eV/Å):
W -0.5584 -0.8758 -0.7798
C -0.0031 0.0086 -0.0018
C 0.0184 0.0123 0.0013
C 0.0004 0.0047 0.0024
C -0.0062 0.0014 0.0015
C -0.0525 -0.0181 -0.0011
C 0.0483 -0.0040 0.0275
C -0.0559 0.0670 -0.0055
C -0.0075 -0.0588 -0.0211
S 0.0031 0.0050 -0.0110
C -0.1216 0.3105 0.0910
N 0.0508 -0.2042 -0.0427
C 0.0573 -0.0558 -0.0053
C -0.0760 0.0586 -0.0435
C 0.1178 0.1367 0.1250
C 0.0734 -0.0184 0.0362
C 0.0388 -0.0240 0.0057
C -0.0449 -0.0752 -0.0606
C -0.1433 0.0307 -0.0689
C 0.4830 -0.2504 0.1543
H 0.0040 -0.0009 -0.0019
H 0.0024 0.0004 0.0026
H 0.0050 -0.0072 0.0018
H -0.0019 -0.0090 -0.0070
H -0.0063 -0.0133 -0.0081
H -0.0076 -0.0106 -0.0126
H 0.0005 -0.0015 0.0023
H 0.0018 -0.0024 0.0010
H 0.0024 0.0001 0.0012
H -0.0007 0.0043 -0.0007
H 0.0116 -0.0018 0.0083
H 0.0468 0.0358 0.0448
H -0.0288 0.0153 -0.0082
H -0.0161 -0.0045 -0.0119
H -0.0066 0.0188 0.0059
H 0.0275 -0.0062 0.0135
Cl -0.0544 0.0196 0.0234
C -0.2361 -0.0364 0.2463
C 0.0544 0.2236 -0.2572
Cl -0.0195 0.0476 -0.0303
C 0.1827 -0.2035 -0.1059
Cl 0.0293 0.0010 -0.0002
C 0.0211 0.2668 -0.0290
O 0.0192 0.3232 0.3304
C -0.0976 0.1503 0.1837
O 0.1285 0.4162 0.1486
C 0.0993 -0.2663 0.0346
Cl 0.0175 -0.0104 0.0209

no.,E (eV)
1,-67227.99066
2,-331791.28005
3,-513336.25840
4,-92440.17016